Entry 1:
DFT (wB97M-V/def2-TZVPD) results for 2 unconnected molecules or ions with the total composition C3H12NO in a non-equilibrium geometry.

energy above the lowest of the compared OMol25 structures with the same formula, charge and spin: 1.691 eV
HOMO-LUMO gap: 11.98 eV
E_tot: -6835.72353 eV
molecular weight: 78.135 g mol⁻¹
total charge: +1
HOMO level: -0.5549 Eh

Each line ends with the Mulliken charge.
Atoms and positions in Å:
H 1.8622 1.1800 0.1219  0.367
H -0.5308 1.2808 -1.4299  0.367
H -1.0666 -2.0615 2.4488  0.367
C 0.5287 -0.4547 -1.7962  -0.760
O -0.9005 -0.1883 1.4694  -0.599
H -0.4445 0.1899 -0.1350  0.318
H 1.4782 2.4411 -1.2180  0.315
H -0.2871 -0.6017 -2.5308  0.328
H 0.7263 -1.3410 -1.1188  0.273
H 0.4093 2.0819 0.4339  0.339
C 1.0491 1.6863 -0.3733  -0.813
C -0.7081 -1.5947 1.5339  -0.662
H 1.3989 -0.1209 -2.3543  0.359
H -1.1171 -2.0921 0.5918  0.246
N 0.0908 0.6471 -0.9364  -0.017
H 0.3783 -1.8539 1.5533  0.239
H -1.4838 0.1061 2.1723  0.334

***

Entry 2:
DFT (wB97M-V/def2-TZVPD) results for 2 unconnected molecules or ions with the total composition C5H12N2O in a non-equilibrium geometry.

SMILES: C=NC(N)=O.CCC
energy above the lowest of the compared OMol25 structures with the same formula, charge and spin: 2.322 eV
HOMO-LUMO gap: 9.85 eV
E_tot: -10406.10227 eV
molecular weight: 116.164 g mol⁻¹
total charge: 0
HOMO level: -0.3562 Eh

Each line ends with the Mulliken charge.
Atoms and positions in Å:
H 0.0713 -0.4254 -0.7912  0.209
H 0.6591 -2.5886 1.1630  0.380
O 1.9698 0.8125 1.9503  -0.610
C 0.6924 -1.5124 1.2959  -0.525
H -0.5051 1.8998 -1.5206  0.307
N 1.3525 -0.8345 0.3982  -0.480
H 2.7016 2.0484 -0.1145  0.223
C -1.1612 1.3674 -0.8319  -1.236
C 1.8883 0.4203 0.8060  0.630
H -0.9929 -1.2673 0.7942  -0.045
H -2.6944 -0.4831 0.3671  0.325
C -1.8145 -0.9541 -0.0686  -0.749
H -1.2657 -0.4258 -2.0689  0.404
N 2.2953 1.1417 -0.2686  -0.319
H -2.0641 -1.9511 -0.4258  0.300
H 0.6043 -1.1529 2.3242  0.357
H -2.1866 1.7126 -0.9795  0.409
H 2.3520 0.6989 -1.1691  0.245
H -0.8474 1.6316 0.1777  0.276
C -1.0546 -0.1378 -1.0378  -0.101

***

Entry 3:
DFT (wB97M-V/def2-TZVPD) results for C18H36ClO8PS in the gas phase in a non-equilibrium geometry.

SMILES: CCOCCO[C@](C[C@H](C)Cl)(OC)[C@](CCCCCOC(C)=O)(OC)P(O)(O)=S
HOMO-LUMO gap: 8.96 eV
E_tot: -68271.91675 eV
molecular weight: 478.972 g mol⁻¹
total charge: 0
HOMO level: -0.3134 Eh

Each line ends with the Mulliken charge.
Atoms and positions in Å:
C -1.4078 -0.1096 0.9208  -0.524
H 3.9580 -1.1090 -2.7864  0.276
H -3.2068 0.6678 2.0836  0.339
H 2.1622 -3.0555 -1.8412  0.196
C -1.9726 -0.7000 3.4644  -0.514
H -1.9703 -0.2382 4.5082  0.358
C -1.0295 -3.5056 5.2955  -0.741
H -1.9241 4.3237 0.1807  0.315
H 1.8024 -0.5158 -3.2632  0.031
C -2.2025 0.7491 -4.4652  -1.259
H 1.2424 -1.0819 -1.6102  0.110
C -0.6774 3.4109 -2.8062  -0.605
H 2.4031 -4.1198 0.3163  0.217
C -2.3898 -3.6210 4.4477  0.713
H 3.5459 -5.2125 -0.7580  0.323
H -0.2869 -4.3398 5.0426  0.273
H -2.8881 -2.4514 2.4053  0.285
C 3.3575 -4.1798 -0.3097  -0.997
H -1.5978 1.3799 2.5710  0.182
H -0.5630 4.5572 -2.8873  0.318
H -0.5975 -2.4703 5.0809  0.239
C 1.9215 -0.3376 -2.1271  0.258
H 0.0613 0.8946 -4.3618  0.477
O 1.7566 1.0498 -1.8659  -0.347
H 3.9195 -3.2725 -2.3385  0.278
O -2.6158 -4.6659 3.7938  -0.549
O 0.5206 2.9027 -2.2251  -0.309
C 3.4701 -0.7250 -1.8094  -0.696
H -2.1089 0.1651 0.0710  0.237
C -3.1925 -1.7605 3.2744  -0.432
H 4.2176 -3.8351 0.3726  0.257
C 0.1086 0.3756 0.7469  -1.734
H -2.7104 1.5991 -3.9009  0.329
H -0.1540 4.4263 -0.2386  0.289
H 4.0890 0.2012 -1.5203  0.308
H -1.4028 -1.2655 0.9640  0.347
O 3.6037 -1.7738 -0.8262  -0.338
H 2.7640 3.5124 -0.9926  0.420
H -0.9754 -1.2505 3.2746  0.181
C 3.2325 -3.0309 -1.4433  -0.111
H -2.8434 -0.2059 -4.4394  0.420
H -1.6343 3.2608 -2.1784  0.189
C 0.2505 1.7864 -0.0725  1.495
C 0.4257 1.5450 -1.6903  0.155
H -1.8069 1.0808 -1.9947  0.649
H -1.2509 -3.6221 6.4217  0.274
O -1.0016 2.4560 0.1802  -0.278
H -4.1661 -1.2483 2.9903  0.307
S 3.2735 1.3210 0.9909  -0.381
H 0.8364 -0.4195 0.3931  0.172
Cl -0.6471 -1.5085 -4.0888  -0.190
O -3.2784 -2.5141 4.5276  -0.373
H -0.7434 4.1326 1.5556  0.261
H -2.0113 0.9925 -5.5722  0.309
H 0.4581 0.6473 1.8164  0.677
C -0.8961 3.8636 0.4436  -0.680
C -0.7618 0.6610 -2.2418  -1.468
C -0.7717 0.3277 -3.8124  -0.100
H -0.8621 3.0631 -3.8926  0.258
H 2.3618 3.1293 2.7609  0.336
P 1.7857 2.5931 0.7188  0.694
C -2.1061 0.3846 2.2882  -0.689
O 1.4764 3.1454 2.3265  -0.552
O 2.4169 3.9079 -0.1508  -0.582
H -0.7661 -0.3679 -1.7172  0.697

***

What are the lowest unoccupied orbital energy values for these records? In order: -3.1153, 0.1602, 0.4290 eV.